C17H25ClIrN2 | the ωB97M-V functional and the def2-TZVPD basis

XYZ file:
```
46
Properties=species:S:1:pos:R:3:lowdin_charge:R:1
C 2.5520 3.1682 -2.6583 -0.99
C 1.5347 4.1985 -3.1653 -0.11
C 3.6121 3.8411 -1.7935 -0.12
C 3.1941 2.4037 -3.8208 -0.11
Cl 1.7102 2.0242 -1.6409 0.72
H 4.1769 4.5619 -2.3960 0.10
H 4.2963 3.0930 -1.3855 0.08
H 3.1434 4.3536 -0.9493 0.08
H 2.0464 4.9350 -3.8022 0.10
H 1.0644 4.7260 -2.3233 0.08
H 0.7563 3.7095 -3.7652 0.08
H 3.7585 3.0982 -4.4577 0.10
H 2.4231 1.9285 -4.4388 0.08
H 3.8867 1.6415 -3.4413 0.08
C -1.7550 0.2176 2.0087 -0.26
C -0.6285 0.8323 2.6520 -0.20
C -0.0074 1.7288 1.7148 -0.17
H -0.3048 0.6608 3.6735 0.13
C -0.8235 1.7642 0.5358 -0.17
C -1.8759 0.8050 0.6860 -0.20
H -2.6350 0.5479 -0.0511 0.11
H -2.4344 -0.5090 2.4565 0.09
H 0.9041 2.3123 1.9044 0.14
H -0.6790 2.4204 -0.3168 0.09
C 0.0737 -2.2076 -0.3712 -0.21
C 0.3862 -2.5039 0.9997 -0.23
C 1.5658 -1.7355 1.3732 -0.21
H -0.1258 -3.2131 1.6405 0.10
C 2.0059 -1.0271 0.1925 -0.16
C 1.0657 -1.3004 -0.8661 -0.17
H 1.1144 -0.8833 -1.8684 0.11
H -0.7822 -2.5596 -0.9262 0.09
H 2.0273 -1.7042 2.3561 0.13
H 2.8860 -0.4012 0.1062 0.12
Ir -0.0288 -0.4011 0.9553 1.67
C -3.0547 -4.9127 1.6135 0.06
N -3.3854 -3.4949 1.7093 -0.06
C -4.0134 -2.9968 2.9280 0.05
C -3.1677 -2.6844 0.6919 -0.16
N -3.0349 -1.9984 -0.2579 0.34
H -3.6224 -5.4504 2.3805 0.12
H -1.9783 -5.0806 1.7727 0.13
H -3.3170 -5.2918 0.6173 0.14
H -3.2891 -2.4567 3.5605 0.13
H -4.8335 -2.3068 2.6803 0.14
H -4.4072 -3.8527 3.4867 0.12
```

Its net charge is +2. The gap between HOMO and LUMO (spin up / spin down) comes out at 6.3 / 3.6 eV. The HOMO energy (spin up / spin down) is -12.423 / -15.188 eV. Its expectation value of S² is 8.78. As for the multiplicity: 6.

***

C17H25INO6P | the ωB97M-V functional and the def2-TZVPD basis

XYZ file:
```
51
Properties=species:S:1:pos:R:3:lowdin_charge:R:1
C -2.9601 3.4603 2.0214 -0.28
P -1.3822 4.3646 2.0219 0.88
O -1.5669 5.3083 0.6903 -0.30
C -0.2034 3.0400 1.5162 -0.26
C -0.5653 1.7201 1.2301 -0.06
C 0.3679 0.7377 0.8904 -0.04
C 1.7191 1.0622 0.7889 0.02
C 2.0744 2.3711 1.0638 -0.08
C 1.1581 3.3352 1.4313 -0.11
C 1.8786 4.5998 1.6768 -0.36
O 1.4268 5.6886 1.8651 0.13
N 3.2915 4.3167 1.6423 0.01
C 3.9360 4.3505 2.9594 -0.13
C 5.4514 4.2460 2.8946 -0.82
O 6.0742 3.6851 3.7141 0.04
I 6.4677 5.2524 1.2790 0.83
C 3.4167 3.0287 1.0335 -0.37
O 4.3909 2.5609 0.5240 0.13
H -2.9388 2.8035 2.8859 0.04
H -3.0998 2.8321 1.1405 0.03
H -3.8028 4.1388 2.0604 0.04
H -0.8425 5.9429 0.6418 0.04
H -1.5994 1.4179 1.2810 0.09
H 0.0546 -0.2700 0.6834 0.09
H 2.4841 0.3533 0.5094 0.12
H 3.6130 3.4871 3.5425 0.15
H 3.7119 5.2822 3.4685 0.14
C -1.0025 -2.1423 -3.4716 -0.05
C -1.3079 -1.2771 -2.2601 -0.49
C -1.5041 0.1813 -2.6461 -0.06
O -0.2549 -1.3901 -1.2958 -0.07
H -0.0787 -1.8129 -3.9561 0.09
H -0.8626 -3.1805 -3.1750 0.06
H -1.8104 -2.0960 -4.2024 0.09
H -2.2076 -1.6468 -1.7649 0.14
H -0.5936 0.5802 -3.1014 0.09
H -1.7204 0.7887 -1.7658 0.07
H -2.3232 0.2949 -3.3567 0.08
H 0.5547 -1.0712 -1.7101 0.09
C -2.7838 -6.7160 -0.5664 -0.06
C -1.7118 -6.4319 -1.6075 -0.50
C -0.3170 -6.5099 -1.0055 -0.06
O -1.9224 -5.1466 -2.1927 -0.07
H -2.7397 -5.9759 0.2373 0.08
H -3.7763 -6.6548 -1.0133 0.08
H -2.6592 -7.7074 -0.1289 0.08
H -1.7976 -7.1495 -2.4241 0.14
H -0.2007 -5.7632 -0.2153 0.08
H 0.4386 -6.3030 -1.7638 0.08
H -0.1230 -7.4955 -0.5802 0.08
H -1.8518 -4.4904 -1.4902 0.08
```

The SMILES is CP(O)c1cccc2c1C(=O)N(CC(=O)I)C2=O.CC(C)O.CC(C)O. The gap between HOMO and LUMO comes out at 8.0 eV. The HOMO energy is -8.589 eV. As for the multiplicity: 1.

***

| no. | molar mass (g mol⁻¹) |
| --- | --- |
| 1 | 485.071 |
| 2 | 497.266 |